1.
Below is 2 unconnected molecules or ions with the total composition C8H11F3N2O in a non-equilibrium geometry, with properties calculated with ωB97M-V with the def2-TZVPD basis set.

```
25
Properties=species:S:1:pos:R:3:forces:R:3:mulliken_charge:R:1
C 1.4854 2.0153 -1.6940 0.556 -2.343 -0.775 -1.38
C 0.2925 1.2403 -1.2985 -0.267 -0.923 -0.370 0.69
O -0.8017 1.6364 -1.5119 -2.497 1.844 -0.608 -0.49
N 0.4082 -0.0993 -0.9394 1.731 0.074 -0.015 -0.48
C -0.4647 -0.7803 -0.3239 -0.797 2.766 -0.482 0.51
C 0.0115 -2.0495 -0.2067 0.255 -2.381 0.384 -0.04
N 0.5064 -3.0628 -0.0870 0.747 -1.883 0.218 -0.45
C -1.7893 -0.4042 0.2426 -0.606 0.346 -0.916 1.07
C -2.5858 -1.5919 0.7807 -0.889 0.006 2.512 -1.20
C -1.6348 0.7991 1.1777 -0.526 -0.435 1.530 -1.51
H 2.3116 1.3349 -1.8570 0.149 -0.320 -0.392 0.36
H 1.2337 2.4803 -2.6208 0.033 0.894 -0.279 0.35
H 1.8605 2.5877 -0.9232 0.344 1.980 1.511 0.36
H -2.4361 -0.1323 -0.6331 1.091 0.471 0.473 0.20
H -3.6190 -1.5500 0.2852 1.256 -0.243 1.525 0.29
H -2.5259 -1.6177 1.9729 -0.913 0.394 -2.421 0.27
H -2.1735 -2.5723 0.5995 0.283 -0.210 -0.733 0.40
H -0.9360 1.5723 0.9264 0.391 0.050 -0.573 0.37
H -1.4178 0.5397 2.2363 0.167 -0.462 -0.684 0.38
H -2.5810 1.2808 1.2723 -0.860 0.491 -0.135 0.38
F 3.5433 0.8325 0.5268 1.806 1.579 0.440 -0.24
C 2.9532 -0.3155 0.4684 0.393 -0.966 3.701 0.56
F 2.0618 -0.3359 1.4962 0.483 -0.454 -0.185 -0.24
F 3.7627 -1.3716 0.5024 1.119 -0.076 1.369 -0.28
H 2.5346 -0.4361 -0.3920 -3.450 -0.199 -5.093 0.14
```
Positions in Å, forces in eV/Å.

Results
Multiplicity ... 1
Strongest force on any atom ... 6.2 eV/Å
HOMO-LUMO gap ... 9.061 eV
Electronic energy ... -795.69898 Eh
SMILES ... CC(=O)/N=C(/C#N)C(C)C.FC(F)F
ΔE to the lowest compared entry with this formula, charge and spin ... 13.23 kcal/mol

***

2.
Below is a single C8H11FN2 molecule in a non-equilibrium geometry, with properties calculated with ωB97M-V with the def2-TZVPD basis set.

```
22
Properties=species:S:1:pos:R:3:forces:R:3:mulliken_charge:R:1
C -3.3096 0.9299 -0.0318 1.108 -1.600 -0.680 -0.72
C -3.1556 -0.2291 -0.8163 0.786 -0.748 -0.858 -0.11
C -2.1708 1.0963 0.6731 0.979 -3.710 -2.216 -0.45
C 2.2905 -0.9997 0.1278 -1.614 -0.071 0.136 -0.77
C 0.8451 -1.3921 0.7122 -0.008 -0.449 -1.454 -0.57
C 2.1590 0.0825 -0.9513 2.110 -0.735 0.613 -0.31
C -0.0487 -0.1632 0.8677 1.436 0.385 0.384 -0.21
C 1.5920 1.2831 -0.4344 -1.534 -1.068 2.001 -0.27
N -1.9415 -0.7558 -0.6725 0.161 -0.870 0.138 -0.89
N -1.3096 -0.0425 0.2512 -2.275 3.498 1.822 0.81
F 2.1825 2.0100 0.5221 0.494 0.064 -0.083 -0.31
H -4.1192 1.4919 -0.2829 -2.084 2.013 0.447 0.42
H -3.8652 -0.6736 -1.5541 0.816 0.516 0.835 0.38
H -1.8569 1.8044 1.3517 0.773 1.220 1.253 0.45
H 2.9498 -0.6506 0.9254 -0.247 0.199 0.086 0.34
H 2.8198 -1.8090 -0.3328 0.032 -0.979 -0.045 0.41
H 0.3294 -2.2127 0.0815 0.831 1.514 0.673 0.31
H 1.0520 -1.8714 1.6630 -0.230 0.082 0.366 0.32
H 3.2523 0.2071 -1.2188 -1.012 0.177 -0.569 0.31
H 1.5028 -0.2022 -1.7760 0.435 -0.306 -0.112 0.25
H -0.0889 0.3258 1.9093 0.253 -0.715 -1.887 0.14
H 0.8909 1.7709 -1.0140 -1.212 1.584 -0.848 0.48
```
Positions in Å, forces in eV/Å.

Results
Multiplicity ... 1
Strongest force on any atom ... 4.6 eV/Å
HOMO-LUMO gap (alpha / beta) ... 7.864 / 7.665 eV
Electronic energy ... -520.64748 Eh
ΔE to the lowest compared entry with this formula, charge and spin ... 23.25 kcal/mol

***

3.
Below is a single C8H11IO molecule in a non-equilibrium geometry, with properties calculated with ωB97M-V with the def2-TZVPD basis set.

```
21
Properties=species:S:1:pos:R:3:forces:R:3:mulliken_charge:R:1
C -1.3920 -2.9198 -0.4799 -2.413 -0.528 -0.789 -0.89
C -0.6659 -2.1802 0.6269 -1.942 2.103 -2.854 -0.40
O 0.4802 -1.5083 0.0191 -1.145 -1.160 0.983 -0.30
C 0.3524 -0.1919 0.0130 8.587 2.174 0.536 0.50
C 1.9990 0.5245 0.2640 -5.501 -2.862 -0.998 -0.41
I 3.6271 -0.7373 -0.0118 -0.387 0.380 0.194 0.07
C 2.0498 1.9160 0.2892 0.357 0.656 -0.601 -0.18
C 1.0504 2.7469 -0.0709 -0.797 1.279 -0.386 -0.45
C -0.3122 2.2079 -0.5233 1.983 -2.538 0.556 -0.71
C -0.6730 0.7804 0.2367 -1.764 2.362 -0.988 -0.77
H -1.7996 -2.1182 -1.1448 0.278 -0.787 0.147 0.23
H -0.6890 -3.5357 -1.1066 -0.853 0.293 0.847 0.27
H -2.4089 -3.5313 -0.1193 3.019 1.368 -0.742 0.29
H -0.6103 -2.8052 1.4379 1.787 -1.270 2.169 0.44
H -1.2697 -1.3166 0.9119 -0.486 -0.617 0.479 0.19
H 2.9790 2.4077 0.4631 0.807 0.037 0.378 0.36
H 1.2732 3.8816 -0.1112 -0.604 -2.068 0.061 0.26
H -1.0372 2.8508 -0.1286 -1.396 1.140 -0.211 0.38
H -0.3166 2.0385 -1.6586 -0.302 0.340 1.578 0.31
H -1.6490 0.5415 -0.1920 0.021 -0.484 -0.385 0.42
H -0.9878 0.9488 1.2851 0.749 0.183 0.027 0.36
```
Positions in Å, forces in eV/Å.

Results
Multiplicity ... 1
Strongest force on any atom ... 8.9 eV/Å
HOMO-LUMO gap (alpha / beta) ... 7.018 / 7.653 eV
Electronic energy ... -684.15980 Eh
SMILES ... CCOC1=C(I)C=CCC1
ΔE to the lowest compared entry with this formula, charge and spin ... 86.48 kcal/mol

***

4.
Below is 2 unconnected molecules or ions with the total composition C8H11IO2 in a non-equilibrium geometry, with properties calculated with ωB97M-V with the def2-TZVPD basis set.

```
22
Properties=species:S:1:pos:R:3:forces:R:3:mulliken_charge:R:1
C 2.2496 -2.2199 -0.1669 1.782 1.658 -2.545 -1.35
C 0.9677 -1.4939 -0.2086 -0.813 1.350 0.505 0.16
C 1.0961 -0.0199 0.0171 1.595 1.161 0.834 -0.34
C 0.4200 -0.8307 1.0553 0.597 -1.044 0.268 0.09
I 1.3750 -0.8489 3.0560 -0.509 -0.275 -0.979 0.03
O -0.9517 -0.7317 1.2020 -0.873 1.472 0.299 -0.22
C -1.8232 -1.7338 0.9532 3.999 -1.787 -0.744 0.02
O -1.4348 -2.8231 0.6336 -0.937 -0.017 0.208 -0.48
H 2.1614 -3.2686 -0.2410 -0.111 -1.194 -0.233 0.39
H 2.6814 -1.9790 0.7879 0.733 0.023 0.201 0.21
H 2.9504 -1.7822 -1.0810 -1.545 -1.332 2.408 0.25
H 0.2010 -1.6548 -0.9354 -0.318 -1.000 -0.182 0.41
H 0.5562 0.7956 -0.4403 -0.230 -0.309 -0.410 0.08
H 2.1606 0.2260 0.2442 -1.053 0.175 0.033 0.26
H -2.8020 -1.4130 1.0193 -2.210 0.838 0.345 0.46
C -1.4629 2.0857 0.6528 0.152 1.239 -1.091 -0.35
C -1.4582 2.7382 -0.3509 -0.374 -1.314 2.105 0.00
C -1.5291 3.2589 -1.6298 1.556 0.430 -2.093 -1.21
H -1.0600 1.5948 1.4481 0.212 -1.069 1.906 0.64
H -0.6387 2.9480 -2.1689 0.256 -0.733 -0.261 0.31
H -1.3072 4.2955 -1.6766 -0.983 1.366 -0.011 0.34
H -2.3516 2.8567 -2.1702 -0.925 0.361 -0.563 0.30
```
Positions in Å, forces in eV/Å.

Results
Multiplicity ... 1
Strongest force on any atom ... 4.4 eV/Å
HOMO-LUMO gap ... 9.577 eV
Electronic energy ... -759.44600 Eh
SMILES ... C[C@@H]1C[C@@]1(I)OC=O.C#CC
ΔE to the lowest compared entry with this formula, charge and spin ... 33.44 kcal/mol

***

5.
Below is a single C8H11N molecule in a non-equilibrium geometry, with properties calculated with ωB97M-V with the def2-TZVPD basis set.

```
20
Properties=species:S:1:pos:R:3:forces:R:3:mulliken_charge:R:1
C -0.9912 0.8921 2.6902 1.248 -2.120 1.368 -1.01
C -0.2777 0.1624 1.5046 2.408 -3.372 4.275 0.04
C -0.2831 0.4537 0.2349 -3.130 3.095 -2.107 0.59
C -1.2462 1.6942 -0.1368 0.507 -1.298 2.823 -1.50
C 0.3661 -0.0329 -0.9990 -1.307 0.823 0.536 -0.37
C 0.7997 -1.2789 -1.2150 -0.130 0.437 0.140 0.69
C 1.7899 -1.3255 -2.3883 -0.192 -0.715 -2.024 -1.07
C 0.3440 -2.4201 -0.3346 2.301 -0.512 -0.696 0.01
N 0.3099 -3.4441 0.2275 -0.503 1.877 -0.848 -0.45
H -1.6119 1.6674 2.2849 -1.225 -0.417 0.513 0.26
H -1.3918 0.0902 3.6083 0.729 2.514 -3.118 0.26
H -0.2386 1.5255 3.2036 0.046 -0.677 -0.050 0.29
H 0.4526 -0.7539 1.9228 -1.915 2.421 -1.289 0.17
H -0.6046 2.3863 -0.5739 0.746 1.581 -0.969 0.35
H -1.8249 2.1730 0.7104 1.167 -0.542 -0.995 0.34
H -2.0116 1.3908 -0.7699 -1.119 -0.663 -1.670 0.35
H 0.3091 0.7136 -1.8894 0.878 -1.213 1.840 0.22
H 2.2334 -0.2405 -2.6361 -1.592 -2.385 0.486 0.28
H 2.7490 -1.8539 -2.0415 -1.629 0.028 -1.042 0.32
H 1.1280 -1.7992 -3.4026 2.715 1.139 2.827 0.23
```
Positions in Å, forces in eV/Å.

Results
Multiplicity ... 1
Strongest force on any atom ... 6.0 eV/Å
HOMO-LUMO gap ... 8.998 eV
Electronic energy ... -366.02074 Eh
SMILES ... C/C=C(C)/C=C(/C)C#N
ΔE to the lowest compared entry with this formula, charge and spin ... 73.62 kcal/mol